# 1
{
  "formula": "C26H25BO7",
  "method": "ωB97M-V/def2-TZVPD",
  "elements": ["C", "O", "C", "C", "C", "C", "C", "C", "C", "C", "C", "C", "C", "C", "C", "C", "C", "C", "C", "C", "C", "H", "H", "H", "H", "H", "H", "H", "H", "H", "H", "H", "H", "H", "H", "H", "H", "C", "C", "O", "O", "B", "O", "C", "C", "O", "O", "C", "C", "O", "H", "H", "H", "H", "H", "H", "H", "H", "H"],
  "positions_angstrom": [[2.3654, 5.6231, -2.5683], [1.7110, 4.3850, -2.9092], [1.6355, 3.4046, -1.9717], [1.0608, 2.1879, -2.4024], [1.0765, 1.1028, -1.5582], [1.6303, 1.1877, -0.2778], [1.5138, -0.0501, 0.5658], [1.7046, -0.0351, 2.0778], [1.2671, 0.8980, 3.0058], [1.2725, 0.5492, 4.3685], [1.7576, -0.7048, 4.7762], [2.2495, -1.6205, 3.8379], [2.1905, -1.2942, 2.4871], [2.5086, -2.0988, 1.3007], [2.9423, -3.4177, 1.1952], [3.0977, -3.9766, -0.0798], [2.8898, -3.2018, -1.2337], [2.4735, -1.8620, -1.1219], [2.2378, -1.3367, 0.1419], [2.1537, 2.3994, 0.1736], [2.1323, 3.5240, -0.6497], [2.3728, 6.1720, -3.5105], [1.7874, 6.1680, -1.8083], [3.3914, 5.4512, -2.2112], [0.6393, 2.1288, -3.4027], [0.6218, 0.1672, -1.8812], [0.4770, -0.2889, 0.4390], [0.9180, 1.8716, 2.6680], [0.8828, 1.2541, 5.1024], [1.7368, -0.9694, 5.8323], [2.6331, -2.5990, 4.1195], [3.1048, -3.9873, 2.1084], [3.3749, -5.0263, -0.1772], [3.0466, -3.6420, -2.2194], [2.3409, -1.2441, -2.0071], [2.5700, 2.4693, 1.1788], [2.5061, 4.4824, -0.2851], [-3.8179, 2.5972, -0.7311], [-3.4850, 1.1917, -1.1109], [-2.4804, 0.7897, -1.6596], [-4.5366, 0.3483, -0.7501], [-4.3247, -1.0215, -0.7503], [-4.3187, -1.7064, 0.4666], [-3.3190, -1.3986, 1.3768], [-3.4821, -2.2211, 2.6134], [-2.4534, -0.5733, 1.1529], [-4.1107, -1.7211, -1.9301], [-2.8080, -2.1468, -2.1819], [-2.7525, -2.8235, -3.5109], [-1.8975, -1.9852, -1.3930], [-4.4589, 2.5963, 0.1567], [-2.9006, 3.1620, -0.5507], [-4.3321, 3.0900, -1.5661], [-3.6867, -3.2623, 2.3466], [-2.5739, -2.1631, 3.2154], [-4.3129, -1.8296, 3.2120], [-3.2317, -2.2036, -4.2751], [-1.7136, -3.0062, -3.7913], [-3.2778, -3.7842, -3.4429]],
  "forces_ev_per_angstrom": [[-0.4316, -0.6786, -0.1264], [0.1566, 0.6622, 0.1658], [0.2719, -0.4882, 0.7743], [0.4861, 0.7651, 0.0762], [-0.1576, 0.1309, 0.0393], [0.4092, 0.1884, 0.2196], [0.9072, -0.0280, 0.1973], [-0.1512, -0.4192, -0.3005], [0.0794, -0.2485, 0.3658], [0.2150, -0.2271, -0.3997], [-0.0214, 0.1723, -0.2107], [-0.2319, 0.1543, -0.1110], [-0.0905, 0.5026, 0.1932], [0.0413, 0.0339, -0.6225], [-0.1805, 0.1955, -0.2190], [-0.0481, 0.2228, -0.0456], [0.0214, 0.2613, 0.5015], [0.1314, -0.3597, 0.1497], [-0.1465, -0.0629, 0.4858], [-0.2431, -0.3343, -0.1923], [-0.1856, 0.1164, -1.0101], [0.0920, 0.0917, 0.2482], [0.1720, -0.0724, -0.1660], [-0.2582, 0.0102, -0.1076], [0.0966, 0.0373, 0.1664], [-0.0057, 0.2179, 0.1008], [-0.9683, -0.5056, 0.0839], [-0.1077, -0.2012, 0.1820], [0.1647, -0.1891, -0.1247], [0.0686, 0.0779, -0.2152], [-0.1074, 0.1976, 0.2003], [0.0606, -0.0937, -0.2846], [0.0140, 0.2804, 0.0058], [-0.0288, 0.1251, 0.2852], [-0.0660, -0.2162, 0.1119], [-0.1032, 0.0080, -0.2682], [-0.0237, -0.3572, -0.1373], [0.1422, 0.3434, 0.1114], [0.8007, -0.7813, -0.7803], [-1.6775, 0.7402, 0.7530], [0.5237, -0.0892, -0.0353], [0.8177, 0.0960, 0.2239], [0.4682, 0.3240, -0.2100], [0.6412, 1.0052, -0.4272], [0.2877, -0.1123, 0.3071], [-1.5217, -1.2079, 0.4051], [0.5919, 0.1473, 0.2111], [0.5930, 0.1336, 1.1114], [0.3309, -0.1052, -0.2889], [-1.5921, -0.4307, -1.2770], [0.1360, 0.1150, -0.2900], [-0.0869, -0.1848, 0.0091], [-0.0442, -0.2089, 0.1815], [-0.0586, 0.2252, 0.0731], [-0.0910, 0.0246, -0.1313], [0.0492, -0.1103, -0.2223], [-0.0133, -0.1610, 0.1939], [-0.1471, 0.0188, 0.1171], [0.0192, 0.2481, -0.0469]],
  "nbo_charge": [-0.255, -0.502, 0.311, -0.255, -0.177, -0.060, -0.317, 0.004, -0.206, -0.214, -0.218, -0.221, 0.024, -0.103, -0.190, -0.220, -0.211, -0.229, 0.113, -0.138, -0.335, 0.201, 0.177, 0.182, 0.225, 0.223, 0.263, 0.218, 0.212, 0.212, 0.210, 0.208, 0.211, 0.212, 0.217, 0.209, 0.216, -0.724, 0.825, -0.554, -0.757, 1.437, -0.747, 0.818, -0.722, -0.560, -0.753, 0.819, -0.720, -0.552, 0.239, 0.247, 0.247, 0.242, 0.244, 0.244, 0.243, 0.240, 0.245],
  "orbital_gap_ev": 8.3350,
  "lumo_ev": 0.5,
  "molar_mass_g_mol": 460.29,
  "total_charge": 0,
  "multiplicity": 1,
  "smiles": "COc1ccc(C2c3ccccc3-c3ccccc32)cc1.CC(=O)OB(OC(C)=O)OC(C)=O"
}

# 2
{
  "formula": "C3H10Cl2Si2",
  "method": "ωB97M-V/def2-TZVPD",
  "elements": ["C", "C", "C", "Si", "Si", "Cl", "Cl", "H", "H", "H", "H", "H", "H", "H", "H", "H", "H"],
  "positions_angstrom": [[-1.7572, 0.0403, 2.0094], [0.8815, 0.1047, -2.5162], [1.4666, -1.2835, 0.3687], [-1.3582, 0.8118, 0.3104], [0.5077, -0.0105, -0.6096], [-2.9986, 0.3747, -0.7970], [2.1394, 2.4147, 0.0676], [-1.8381, -1.1335, 2.0075], [-1.0677, 0.4278, 2.7902], [-2.7591, 0.4240, 2.3825], [0.8294, 1.1563, -2.6465], [1.9342, -0.3404, -2.5839], [0.2472, -0.5982, -3.1185], [0.8580, -1.5601, 1.3289], [1.6897, -2.3003, -0.2086], [2.4168, -0.7644, 0.6735], [-1.1916, 2.2367, 0.5416]],
  "forces_ev_per_angstrom": [[-0.7060, -1.0109, 0.5626], [0.8029, -2.8967, 1.9251], [-0.3076, -1.7807, 0.7094], [-1.0839, 0.1415, 2.3026], [2.8514, 0.7498, -1.3535], [-0.4871, -0.0956, -0.7925], [-1.3389, -1.9366, -0.4710], [0.3696, 2.3012, 0.0755], [-0.0330, -0.6287, -0.5046], [0.9445, -0.4329, -0.7979], [0.0019, 0.8070, -0.9815], [-1.2303, 1.0815, -0.0428], [0.1971, 1.1668, 0.4217], [1.2280, 0.5122, -1.6556], [-0.3878, 2.3149, 1.1213], [-0.7673, -0.6902, -0.2506], [-0.0533, 0.3972, -0.2682]],
  "nbo_charge": [-1.107, -1.115, -1.227, 0.820, 1.385, -0.355, -0.662, 0.246, 0.253, 0.260, 0.268, 0.255, 0.258, 0.263, 0.269, 0.301, -0.111],
  "orbital_gap_ev": 8.1917,
  "lumo_ev": -1.1,
  "molar_mass_g_mol": 173.19,
  "total_charge": 0,
  "multiplicity": 1
}

# 3
{
  "formula": "C27H83N13O13",
  "method": "ωB97M-V/def2-TZVPD",
  "elements": ["C", "C", "C", "O", "C", "N", "H", "H", "H", "H", "H", "H", "H", "H", "H", "H", "H", "C", "C", "C", "O", "C", "N", "H", "H", "H", "H", "H", "H", "H", "H", "H", "H", "H", "C", "C", "C", "O", "C", "N", "H", "H", "H", "H", "H", "H", "H", "H", "H", "H", "H", "C", "C", "O", "H", "H", "H", "H", "H", "H", "C", "C", "O", "H", "H", "H", "H", "H", "H", "C", "C", "O", "H", "H", "H", "H", "H", "H", "C", "C", "O", "H", "H", "H", "H", "H", "H", "C", "C", "O", "H", "H", "H", "H", "H", "H", "C", "O", "N", "N", "H", "H", "H", "H", "C", "O", "N", "N", "H", "H", "H", "H", "C", "O", "N", "N", "H", "H", "H", "H", "C", "O", "N", "N", "H", "H", "H", "H", "C", "O", "N", "N", "H", "H", "H", "H"],
  "positions_angstrom": [[3.1278, -0.4548, 5.0708], [2.3601, -1.4385, 4.2157], [3.1268, -1.8133, 2.9495], [4.4453, -2.2152, 3.2070], [5.0311, -2.8137, 2.0825], [1.9420, -2.6258, 4.9944], [3.7973, -0.9737, 5.7763], [2.4967, 0.1497, 5.7217], [3.8819, 0.1838, 4.6043], [1.4931, -0.8994, 3.8181], [3.1535, -0.9310, 2.2860], [2.4932, -2.5235, 2.3956], [6.1153, -2.8124, 2.1813], [4.8115, -2.2313, 1.1741], [4.6611, -3.8321, 1.9142], [1.3763, -3.1713, 4.3423], [2.8099, -3.1664, 5.0269], [-3.4749, -3.5456, 2.8548], [-2.7156, -2.2874, 3.2144], [-3.1984, -1.6382, 4.4819], [-4.5669, -1.2800, 4.2986], [-5.1264, -0.4750, 5.2870], [-1.3095, -2.6024, 3.3776], [-4.5247, -3.3720, 2.6230], [-3.4611, -4.2658, 3.6782], [-2.9593, -4.0264, 2.0201], [-2.8544, -1.5256, 2.4301], [-2.6291, -0.7370, 4.7570], [-3.1522, -2.2461, 5.4003], [-4.5714, 0.4589, 5.4449], [-5.1497, -1.0039, 6.2509], [-6.1339, -0.2067, 4.9755], [-0.7661, -1.8425, 3.7723], [-0.7765, -2.8690, 2.5567], [-4.0961, -0.5641, -4.2846], [-3.0963, -1.1905, -5.2507], [-2.3913, -2.3870, -4.6190], [-1.6140, -1.8932, -3.5508], [-1.2597, -2.8899, -2.6389], [-3.7110, -1.5783, -6.5259], [-4.3501, 0.4813, -4.4668], [-3.8470, -0.6623, -3.2245], [-5.0603, -1.0886, -4.3660], [-2.2887, -0.4667, -5.4142], [-1.8025, -2.8755, -5.4048], [-3.1483, -3.0773, -4.2194], [-2.1489, -3.2477, -2.0954], [-0.6742, -2.5733, -1.7736], [-0.7233, -3.7546, -3.0437], [-4.0969, -0.7633, -6.9934], [-4.5556, -2.0778, -6.2458], [-4.1519, 2.2297, -0.3602], [-3.2094, 1.1258, 0.0938], [-2.1750, 1.7283, 0.8530], [-5.1797, 1.8826, -0.4829], [-3.8410, 2.7455, -1.2732], [-4.2305, 3.0472, 0.3643], [-2.8297, 0.6120, -0.7964], [-3.7875, 0.4080, 0.6826], [-1.4831, 1.0565, 1.0376], [-2.8026, 2.5815, 3.8710], [-1.3610, 2.2212, 4.1672], [-1.2538, 1.5557, 5.4551], [-2.7961, 3.1001, 2.9060], [-3.1959, 3.2057, 4.6745], [-3.4672, 1.7388, 3.6854], [-0.7487, 3.1241, 4.2611], [-0.9164, 1.5359, 3.4494], [-1.8452, 2.0262, 6.0506], [1.9547, 2.3775, 2.8207], [2.4450, 3.7401, 2.3519], [1.6793, 4.7965, 2.8844], [0.9242, 2.2645, 2.4753], [1.9345, 2.2805, 3.9087], [2.5906, 1.5708, 2.4531], [2.5449, 3.7317, 1.2585], [3.4808, 3.8603, 2.6891], [0.7559, 4.5544, 2.7566], [-0.9450, 1.5019, -3.5401], [-2.1989, 2.3007, -3.8302], [-2.7637, 1.9997, -5.1206], [-1.2138, 0.5094, -3.1710], [-0.4244, 1.9458, -2.6825], [-0.1817, 1.4982, -4.3183], [-1.9002, 3.3583, -3.9174], [-2.9689, 2.2236, -3.0709], [-2.0312, 2.0231, -5.7417], [0.1723, 5.7981, -0.3186], [-0.7182, 4.8386, 0.4414], [-0.1907, 3.5247, 0.3714], [1.2298, 5.6781, -0.0828], [-0.0943, 6.8289, -0.0669], [0.0227, 5.7364, -1.4002], [-1.7196, 4.9418, 0.0088], [-0.7991, 5.1520, 1.4875], [-0.9392, 2.8978, 0.3740], [0.7971, -4.5697, 0.6823], [0.4345, -3.5156, 1.1953], [1.2807, -5.6208, 1.4006], [0.8657, -4.6874, -0.6825], [1.8312, -6.3010, 0.9110], [1.3317, -5.5435, 2.3997], [0.9857, -5.5913, -1.1011], [1.0331, -3.8478, -1.2175], [0.7982, -0.0394, 0.4528], [-0.0437, -0.0116, 1.3561], [1.4159, -1.1730, 0.0089], [1.0855, 1.0621, -0.3040], [1.0122, -2.0247, 0.3907], [1.9348, -1.1551, -0.8491], [1.9036, 1.1311, -0.8986], [0.6775, 1.9381, -0.0222], [6.1777, 0.5773, -3.2710], [7.3335, 0.2641, -3.5043], [5.2273, -0.3232, -2.8663], [5.6757, 1.8377, -3.5109], [4.3125, -0.0326, -2.5695], [5.5469, -1.2580, -2.6984], [4.7441, 2.0172, -3.1792], [6.3515, 2.5721, -3.6103], [2.0750, -2.7269, -3.7494], [1.9792, -2.4777, -2.5618], [1.2109, -2.3007, -4.7291], [3.1333, -3.3631, -4.3752], [0.2873, -1.9094, -4.6241], [1.4924, -2.4725, -5.6775], [3.9760, -3.6751, -3.9308], [3.0474, -3.6079, -5.3449], [2.4937, 2.8255, -2.8923], [2.9550, 2.1171, -2.0005], [2.7078, 2.5901, -4.2241], [1.5982, 3.8140, -2.6253], [3.0310, 1.6996, -4.5526], [2.5243, 3.3276, -4.8790], [1.1934, 4.2931, -3.4064], [1.3225, 3.9454, -1.6653]],
  "forces_ev_per_angstrom": [[1.2206, -0.1243, 1.5104], [0.2589, 0.4759, -0.5910], [-0.7837, 1.1120, -0.3765], [0.0521, -0.6138, 0.2709], [0.0347, 0.2928, -0.5812], [0.5506, 0.1420, -0.8251], [-0.3639, -0.3563, -0.0826], [-0.2266, 0.0385, -0.2422], [-0.5919, 0.1287, -0.7230], [-0.2794, -0.2873, 0.1847], [0.0661, -0.0067, 0.0915], [0.4939, -0.4606, 0.0965], [-0.0177, -0.1476, 0.2866], [-0.0651, -0.0291, 0.0658], [0.0274, -0.0385, 0.0958], [-0.3358, 0.0189, 0.3128], [-0.1259, -0.0857, 0.4966], [-0.0185, -0.4269, 0.1054], [0.6189, 0.3303, -0.2154], [-0.8783, 0.6981, 1.3117], [-0.0178, -0.0269, -0.8796], [0.2576, 0.0424, 0.4817], [0.8871, -0.2630, 0.6590], [0.0752, 0.1861, -0.1995], [0.1694, 0.1290, 0.0889], [-0.2266, 0.0160, -0.1389], [-0.2024, -0.1040, -0.0901], [0.1563, 0.0218, -0.4414], [0.2597, -0.5037, -0.4061], [0.1411, -0.0253, -0.0868], [-0.1555, 0.0663, -0.0016], [-0.0676, -0.1448, 0.0393], [-0.3491, 0.1857, 0.1316], [-0.7033, -0.0410, -0.2087], [-1.1066, -0.2370, 0.5006], [0.3164, 0.6731, 0.3685], [-0.9528, 0.2504, -0.2201], [0.8758, 0.1035, -0.1337], [-0.5524, -0.9857, 1.7103], [-0.2516, -0.1704, 0.3913], [0.3895, -0.1149, -0.2444], [0.4354, 0.0632, -0.1054], [0.1387, -0.1604, -0.0809], [-0.2112, -0.0078, -0.3117], [0.1380, -0.1966, 0.2450], [0.1445, -0.1917, -0.1419], [-0.1871, -0.2945, -0.5440], [0.3395, 0.9613, -0.5943], [-0.1506, 0.1106, -0.4612], [0.2978, 0.1627, 0.0353], [0.1112, -0.2481, -0.3236], [-0.4106, 0.7194, 0.0245], [-0.6514, 0.5493, -0.3357], [0.3182, -0.3357, -0.2136], [0.1307, -0.1895, -0.2388], [0.0544, -0.3109, -0.0491], [0.1899, -0.3136, 0.3216], [0.2109, -0.1271, 0.1425], [0.2715, -0.0596, 0.1864], [0.1144, -0.1591, 0.2296], [0.3821, 0.1205, -0.9068], [-0.1934, -0.4247, 1.4097], [-0.0920, -0.0320, -0.5110], [-0.1946, 0.3678, 0.2806], [-0.1384, 0.1291, -0.1387], [0.1787, -0.3044, 0.3612], [-0.0106, 0.0779, -0.4423], [-0.0811, 0.0555, -0.1182], [0.0720, -0.0430, 0.0965], [-0.3022, 0.2665, 0.0850], [1.1644, -1.0031, 0.3332], [-0.0968, 0.1688, -0.2594], [0.1650, -0.3930, -0.1292], [0.0914, 0.2602, 0.0187], [-0.1558, 0.0005, -0.2499], [-0.5273, 0.2654, -0.0690], [-0.1658, 0.3329, 0.2155], [-0.0163, 0.0235, 0.0085], [-0.2303, -0.1818, 1.6121], [1.0577, 1.1553, -1.4524], [-0.1524, -0.2160, 0.3574], [0.2758, -0.2136, -0.5837], [-0.1570, 0.1218, 0.0073], [-0.3356, -0.1709, -0.3899], [-0.1967, 0.0155, 0.5132], [-0.0537, -0.3036, -0.0840], [-0.0185, 0.0294, -0.0929], [-0.0274, 0.5937, -0.0457], [0.1254, 0.5186, -0.0571], [-0.2609, 0.3403, -0.4043], [-0.0036, -0.1206, 0.0855], [0.0297, -0.0709, 0.1131], [0.0553, -0.2496, 0.0496], [-0.0647, -0.4772, 0.0903], [0.0157, 0.0141, 0.0121], [-0.2934, -0.0320, 0.2252], [0.8581, 0.6605, -0.2659], [-0.0838, -0.4338, 0.1627], [-0.4755, -0.0677, -0.4422], [-0.2567, -0.4403, 0.4217], [0.0706, -0.1383, 0.2887], [-0.0551, -0.0018, 0.0252], [0.2186, 0.1112, -0.1571], [-0.0725, -0.0620, -0.1533], [0.1064, 0.2658, -1.6879], [-0.0689, -0.1431, 0.2146], [-0.4480, 0.4330, 1.1504], [-0.1110, -0.1387, 0.3442], [0.3285, -0.0768, -0.1893], [-0.1579, -0.2237, -0.0910], [-0.2390, -0.0989, 0.2400], [0.3333, 0.0033, 0.1474], [0.1430, 0.2028, -0.6059], [-0.1840, 0.0154, 0.2633], [0.0495, -0.0415, -0.1125], [0.1048, -0.7011, 0.0343], [0.0155, -0.0270, 0.1729], [-0.0697, -0.0016, 0.1279], [0.2121, 0.4594, 0.2808], [-0.0761, 0.0781, 0.0605], [0.4001, 0.5981, -1.5437], [0.0851, -0.4337, 0.1172], [-0.1872, -0.0628, -0.3074], [0.0260, -0.2798, 0.3517], [0.0414, 0.0063, 0.8261], [-0.1753, 0.0722, 0.0089], [-0.1977, 0.1323, 0.4692], [0.0711, -0.0159, 0.0895], [-1.2614, -0.4996, 0.1833], [0.6814, -0.0482, -0.5636], [-0.0520, 0.5248, 0.0730], [0.9802, -0.2675, -0.3148], [0.2832, 0.0626, 0.0859], [-0.0146, -0.2151, -0.2293], [-0.4054, 0.2446, 0.3604], [-0.1248, 0.2376, -0.0729]],
  "lowdin_charge": [-0.073, -0.426, -0.240, -0.169, -0.117, 0.056, 0.077, 0.075, 0.076, 0.122, 0.113, 0.104, 0.086, 0.085, 0.083, 0.045, 0.068, -0.057, -0.446, -0.195, -0.201, -0.131, 0.056, 0.073, 0.081, 0.070, 0.132, 0.112, 0.135, 0.071, 0.089, 0.087, 0.060, 0.023, -0.059, -0.435, -0.211, -0.221, -0.131, 0.040, 0.064, 0.075, 0.079, 0.119, 0.123, 0.133, 0.101, 0.070, 0.086, 0.074, 0.070, -0.076, -0.276, -0.118, 0.076, 0.049, 0.074, 0.107, 0.112, 0.048, -0.079, -0.289, -0.098, 0.059, 0.079, 0.066, 0.104, 0.089, 0.067, -0.082, -0.322, -0.066, 0.039, 0.082, 0.072, 0.096, 0.112, 0.046, -0.077, -0.281, -0.107, 0.062, 0.053, 0.071, 0.106, 0.084, 0.078, -0.088, -0.297, -0.125, 0.076, 0.083, 0.062, 0.119, 0.106, 0.045, -0.615, -0.019, 0.177, 0.176, 0.097, 0.109, 0.100, 0.050, -0.619, -0.004, 0.184, 0.191, 0.047, 0.065, 0.054, 0.047, -0.676, 0.019, 0.157, 0.153, 0.071, 0.095, 0.028, 0.103, -0.623, 0.009, 0.173, 0.149, 0.080, 0.094, 0.101, 0.090, -0.640, -0.006, 0.161, 0.193, 0.106, 0.102, 0.103, 0.073],
  "orbital_gap_ev": 7.9933,
  "lumo_ev": -0.1,
  "molar_mass_g_mol": 798.04,
  "total_charge": 0,
  "multiplicity": 1
}